Molecular formula: C4H5ClN2O
Method: DFT, wB97M-V/def2-TZVPD

Atoms and positions in Å:
C1 0.990 -0.467 -0.143
C2 1.492 0.822 -0.011
C3 -0.354 -0.792 0.106
C4 0.717 1.932 0.424
N1 -1.175 0.207 0.092
N2 -0.883 -2.059 0.238
O1 -0.010 2.716 -0.141
Cl1 -2.872 -0.119 0.097
H1 1.685 -1.263 -0.391
H2 2.524 1.260 -0.085
H3 -0.200 -2.858 0.349
H4 -1.927 -1.984 0.576
H5 0.013 2.605 -1.112

Calculated values
Relative energy (zero: lowest compared OMol25 entry of this formula, charge and spin)   517.7 kJ/mol
Molecular weight   132.55 g/mol
Calculated total energy   -800.1824 Ha